Arrangement P

Entry from the OMol25 dataset: a cluster of 2 separate species, C5H14NO2 in total (wB97M-V/def2-TZVPD).

Results
HOMO-LUMO gap	0.361	Ha
HOMO level	-0.4763	Eh
E_LUMO	-0.11527	Ha
net charge	+1

Bonds (Å) are listed after each position.
Element x y z (Å)
1 C -0.79258 0.14129 -0.12218  O2 1.462, C3 1.527, H8 1.087, H9 1.131
2 O -1.52778 0.04886 -1.38202  C1 1.462, H10 1.012
3 C 0.61564 -0.28507 -0.53095  C1 1.527, C4 1.510, N7 1.645, H11 1.155
4 C 1.46201 0.05583 0.67232  C3 1.510, C5 1.478, H12 1.098, H13 1.156
5 C 1.09655 -0.63780 1.92531  C4 1.478, C6 1.383, H14 1.074
6 C 1.32302 -0.14068 3.19546  C5 1.383, H15 1.135, H16 1.065
7 N 0.58972 -1.92780 -0.61756  C3 1.645, H17 1.130, H18 0.991, H19 0.996
8 H -0.85796 1.14460 0.28971  C1 1.087
9 H -1.04411 -0.68378 0.60938  C1 1.131
10 H -1.66466 1.00625 -1.67885  O2 1.012
11 H 0.94133 -0.00970 -1.60404  C3 1.155
12 H 1.62547 1.13395 0.79707  C4 1.098
13 H 2.53552 -0.24426 0.36586  C4 1.156
14 H 0.48819 -1.52263 1.90618  C5 1.074
15 H 1.72114 0.91848 3.28127  C6 1.135
16 H 1.01562 -0.54051 4.13381  C6 1.065
17 H -0.45249 -2.33464 -0.77895  N7 1.130
18 H 1.01424 -2.08516 -1.49932  N7 0.991
19 H 0.89478 -2.44969 0.17405  N7 0.996
20 H -2.38871 2.98360 -1.48723  O22 1.016
21 H -2.37962 2.31239 -2.91459  O22 0.894
22 O -1.94779 2.33418 -2.13187  H20 1.016, H21 0.894


Arrangement Q

Entry from the OMol25 dataset: a cluster of 2 separate species, C5H14NO2 in total (wB97M-V/def2-TZVPD).

Results
HOMO-LUMO gap	0.371	Ha
HOMO level	-0.4889	Eh
E_LUMO	-0.11830	Ha
net charge	+1

Bonds (Å) are listed after each position.
Element x y z (Å)
1 C -0.02914 -2.36469 -1.36645  O2 1.429, C3 1.523, H8 1.030, H9 1.145
2 O 0.22896 -1.07767 -1.93115  C1 1.429, H10 1.040
3 C 0.91454 -2.54486 -0.18448  C1 1.523, C4 1.508, H11 1.142, H12 1.120
4 C 0.54006 -1.53462 0.86992  C3 1.508, C5 1.524, H13 1.098, H14 1.161
5 C 0.46631 -0.05425 0.51384  C4 1.524, C6 1.325, H15 1.148
6 C -0.05344 0.82383 1.35837  C5 1.325, N7 1.505, H16 1.026
7 N -0.16486 2.32301 1.28302  C6 1.505, H17 1.005, H18 0.942, H19 1.025
8 H -0.98888 -2.36236 -0.99123  C1 1.030
9 H 0.24251 -3.13977 -2.16434  C1 1.145
10 H 0.76693 -1.15690 -2.81799  O2 1.040
11 H 1.03083 -3.65302 0.06777  C3 1.142
12 H 2.00393 -2.40013 -0.39958  C3 1.120
13 H -0.49562 -1.63148 1.22171  C4 1.098
14 H 1.05011 -1.57463 1.91260  C4 1.161
15 H 0.80041 0.26189 -0.53834  C5 1.148
16 H -0.48706 0.40721 2.18917  C6 1.026
17 H -0.33535 2.76878 2.16736  N7 1.005
18 H -0.84435 2.58784 0.68663  N7 0.942
19 H 0.66482 2.86261 1.01593  N7 1.025
20 H -1.29641 4.46186 -1.16518  O22 1.002
21 H -2.27870 3.19489 -1.17538  O22 1.026
22 O -1.73560 3.80248 -0.55221  H20 1.002, H21 1.026


Arrangement R

Entry from the OMol25 dataset: a cluster of 2 separate species, C5H14NO2 in total (wB97M-V/def2-TZVPD).

Results
HOMO-LUMO gap	0.403	Ha
HOMO level	-0.5261	Eh
E_LUMO	-0.12324	Ha
net charge	+1

Bonds (Å) are listed after each position.
Element x y z (Å)
1 O -1.99597 -1.77935 -2.21158  C2 1.201
2 C -1.78801 -0.65789 -1.83469  O1 1.201, C3 1.535, H8 1.099
3 C -1.26367 -0.45585 -0.40676  C2 1.535, C4 1.516, N7 1.512, H9 1.099
4 C 0.13095 0.13308 -0.31794  C3 1.516, C5 1.533, C6 1.534, H10 1.097
5 C 0.56629 0.52497 1.09820  C4 1.533, H11 1.098, H12 1.083, H13 1.096
6 C 1.14532 -0.91503 -0.79344  C4 1.534, H14 1.098, H15 1.079, H16 1.102
7 N -1.39881 -1.76644 0.33468  C3 1.512, H17 1.016, H18 1.019, H19 1.021
8 H -2.10476 0.23976 -2.38334  C2 1.099
9 H -2.04365 0.25437 -0.09822  C3 1.099
10 H 0.17013 0.97161 -1.02408  C4 1.097
11 H 0.56873 1.62212 1.15240  C5 1.098
12 H 1.56988 0.20488 1.34947  C5 1.083
13 H -0.18635 0.41252 1.88720  C5 1.096
14 H 2.16648 -0.51107 -0.81152  C6 1.098
15 H 1.12118 -1.36537 -1.77398  C6 1.079
16 H 1.27218 -1.68696 -0.01734  C6 1.102
17 H -2.38458 -1.95644 0.48963  N7 1.016
18 H -1.01495 -2.47115 -0.29258  N7 1.019
19 H -0.75674 -1.63106 1.11644  N7 1.021
20 H 1.81213 3.68598 2.23617  O22 0.968
21 H 2.65237 3.43686 1.03157  O22 0.962
22 O 1.76185 3.71047 1.26972  H20 0.968, H21 0.962


Most stable structure, least stable structure: arrangement R, arrangement P.